(1)
{
  "formula": "C40H38AsCsF6O2S5",
  "method": "the ωB97M-V functional and the def2-TZVPD basis",
  "homo_energy_ev": [-10.28, -10.28],
  "de_lowest_kcal_mol": 53.15,
  "orbital_gap_ev": [8.035, 3.963],
  "energy_ev": -178055.184,
  "spin_multiplicity": 2,
  "mol_weight_g_mol": 1032.89,
  "charge": 1,
  "s_squared": 0.756,
  "species": ["H", "C", "H", "H", "H", "H", "S", "C", "H", "C", "F", "H", "C", "O", "F", "H", "C", "C", "H", "F", "H", "C", "H", "H", "H", "F", "H", "C", "C", "C", "C", "H", "C", "H", "H", "H", "C", "S", "C", "C", "H", "C", "H", "S", "C", "C", "C", "C", "H", "H", "H", "H", "C", "F", "C", "H", "F", "O", "C", "H", "H", "C", "S", "C", "H", "C", "C", "C", "C", "C", "H", "H", "H", "H", "C", "C", "H", "H", "As", "H", "C", "Cs", "C", "H", "C", "H", "H", "C", "C", "C", "C", "C", "S"],
  "xyz": [[0.949, 4.808, -3.841], [-3.545, 2.768, 1.020], [3.086, -2.677, 2.128], [-3.353, -0.355, -3.248], [1.905, 1.919, 1.262], [-6.802, 1.249, -0.399], [1.421, -4.053, 1.300], [0.191, 5.919, -0.241], [4.920, -5.351, -2.013], [1.111, 2.467, 0.780], [-0.867, -5.521, -2.667], [1.024, 6.470, 0.166], [0.259, -0.150, 4.700], [1.296, -0.516, 0.579], [1.149, -4.128, -3.390], [-0.774, 7.638, -1.048], [2.716, 2.295, -2.456], [-1.759, 0.218, 2.844], [-4.788, 3.683, 2.475], [-2.256, -3.384, -2.779], [-0.587, 0.200, 7.211], [3.590, -6.552, -0.828], [1.918, 0.381, -1.931], [5.681, -6.058, -0.567], [0.350, -6.054, 2.119], [-0.217, -3.516, -1.402], [2.083, -6.300, 1.861], [0.422, 1.660, -2.766], [-1.059, -0.053, 5.137], [0.897, -6.403, 0.042], [-3.424, 0.303, -2.394], [3.716, 2.047, -2.122], [-1.959, 4.485, -1.279], [4.286, 4.399, -2.274], [1.586, -0.190, 3.012], [0.960, -7.490, -0.016], [-5.895, 1.668, 0.009], [2.036, -5.641, -1.153], [-5.934, 2.498, 1.094], [1.712, 1.354, -2.359], [5.112, -4.039, 2.135], [3.552, 4.572, -3.059], [3.522, -7.003, 0.160], [-0.092, -0.033, 0.642], [-1.382, -0.206, 6.590], [-0.807, 6.566, -0.917], [2.454, 3.559, -2.976], [-0.011, 1.755, 0.334], [1.055, -0.268, 5.423], [-2.793, 3.935, -1.692], [-2.317, 0.285, 6.843], [3.160, 5.581, -2.964], [3.001, -3.764, 2.154], [-0.209, -2.190, -3.667], [-4.617, 0.537, -1.770], [4.069, 4.499, -4.017], [-1.012, -4.244, -4.775], [-0.231, -0.574, -1.635], [0.566, -0.099, 3.355], [-2.647, 6.358, -2.015], [2.030, 4.373, 0.974], [-3.478, 1.940, -0.123], [-0.757, 0.289, -2.730], [-2.245, 1.689, -0.791], [2.884, -4.093, 3.187], [-4.674, 1.367, -0.629], [-2.248, 0.906, -1.917], [-0.962, 3.795, -0.555], [0.149, 4.521, -0.055], [4.770, -5.609, -0.965], [-1.484, -1.264, 6.838], [-2.541, 0.373, 2.119], [-0.089, -6.088, -0.304], [4.237, -5.491, 1.650], [1.180, 3.819, 0.606], [4.252, -4.406, 1.572], [-0.836, 3.126, -3.688], [-6.875, 2.742, 1.561], [-0.622, -3.843, -3.146], [-2.634, 3.188, 1.418], [-2.060, 0.163, 4.193], [1.613, -2.010, -1.492], [1.165, 3.839, -3.420], [-3.084, 0.279, 4.515], [0.156, 2.894, -3.336], [-5.527, 0.083, -2.135], [3.666, -7.346, -1.572], [-1.880, 5.840, -1.456], [1.180, -5.871, 1.435], [-1.034, 2.390, -0.325], [-0.445, 0.078, 2.428], [-4.747, 3.040, 1.611], [4.523, -3.977, -0.183]]
}

***

(2)
{
  "formula": "C40H38Cl3GaN5OS3",
  "method": "the ωB97M-V functional and the def2-TZVPD basis",
  "homo_energy_ev": -14.48,
  "de_lowest_kcal_mol": 7.35,
  "orbital_gap_ev": 4.373,
  "energy_ev": -174022.473,
  "mol_weight_g_mol": 877.06,
  "charge": 3,
  "species": ["H", "C", "Cl", "H", "C", "C", "H", "H", "C", "H", "H", "C", "H", "C", "C", "C", "H", "C", "H", "H", "Cl", "N", "H", "C", "H", "H", "C", "C", "H", "H", "H", "C", "Ga", "C", "H", "C", "C", "C", "H", "C", "H", "H", "C", "C", "O", "N", "C", "H", "H", "C", "C", "C", "H", "C", "C", "H", "C", "H", "C", "C", "C", "C", "N", "S", "C", "C", "Cl", "C", "H", "H", "H", "C", "S", "H", "H", "C", "N", "S", "H", "C", "H", "H", "H", "N", "C", "H", "H", "H", "C", "H", "C"],
  "xyz": [[2.507, 3.412, 6.182], [4.085, 2.605, 3.295], [-7.050, 4.000, 4.815], [-4.756, 2.455, 5.451], [2.862, 2.804, 5.362], [-0.889, 3.686, 2.099], [-1.598, 0.342, -3.684], [3.841, 4.438, 4.375], [-3.603, 1.058, -0.040], [4.678, -0.438, 2.560], [3.317, -2.882, -7.662], [-1.292, -1.173, -2.198], [-3.631, -3.411, -1.192], [2.585, 1.443, 5.341], [4.003, -3.422, -3.908], [3.502, -3.035, -6.608], [4.981, -2.939, -2.027], [3.573, -1.941, -5.753], [0.617, 4.513, -0.202], [0.594, 1.465, 2.676], [-5.340, 2.537, -1.575], [4.250, 0.406, 2.173], [2.604, 2.717, -0.827], [-4.845, -0.463, 1.209], [-3.959, -0.274, -4.077], [-4.971, -2.145, -2.820], [3.610, 3.382, 4.346], [3.824, -2.132, -4.405], [4.121, -5.517, -4.392], [-5.123, -1.231, 1.914], [-0.256, -0.882, -2.040], [-1.856, -2.235, -1.500], [2.731, -0.018, 0.913], [1.290, -2.399, -0.285], [4.577, -4.649, -2.230], [-3.939, -1.870, -2.645], [2.681, -2.451, -0.936], [0.925, 3.606, 0.288], [3.660, -5.167, -6.790], [-4.329, 3.943, 1.910], [-6.262, 4.828, 2.219], [-0.739, 3.614, 3.174], [1.899, 2.709, -0.013], [3.939, -4.515, -4.767], [-2.222, 3.039, 0.267], [0.319, 3.161, 1.437], [-3.502, 2.628, 3.716], [2.248, -5.048, -2.824], [0.611, -3.204, -2.932], [0.888, 2.021, 1.797], [1.969, -4.524, -1.914], [3.051, 0.655, 4.296], [-1.166, -2.635, 0.545], [-3.371, -0.818, -3.351], [3.794, 1.256, 3.295], [4.684, 3.054, 2.511], [0.628, -3.874, -2.070], [-4.216, 4.342, 0.911], [4.253, -3.630, -2.441], [-4.636, 2.875, 4.463], [-2.072, 2.836, 1.653], [-2.046, -0.472, -3.129], [0.348, -3.080, -0.854], [0.983, -1.473, 1.135], [-4.878, 1.335, -0.444], [-3.318, 3.149, 2.440], [-2.270, 1.592, 4.417], [3.690, -4.319, -6.119], [2.858, -0.414, 4.292], [2.023, 0.989, 6.146], [3.915, -1.274, -3.747], [-5.624, 3.677, 3.907], [-6.053, 0.358, 0.317], [-2.707, -0.370, 1.409], [-1.015, 4.731, 1.823], [-2.404, 1.834, -0.474], [1.872, 1.706, 0.952], [3.866, -1.237, -0.598], [-2.490, 2.156, -1.510], [-5.478, 4.211, 2.634], [5.004, 0.872, 1.664], [-1.814, 1.789, 1.856], [3.455, -0.940, -6.147], [2.965, -3.458, -1.691], [-1.083, -3.026, -0.467], [2.014, -5.215, -1.068], [-0.170, -4.603, -2.186], [-1.432, -4.058, -0.458], [-3.600, 0.006, 0.923], [-1.507, 1.202, -0.377], [-3.184, -2.583, -1.730]]
}

***

(3)
{
  "formula": "C40H38N3O3PS2Zr",
  "method": "the ωB97M-V functional and the def2-TZVPD basis",
  "homo_energy_ev": -13.00,
  "orbital_gap_ev": 6.824,
  "energy_ev": -84938.797,
  "mol_weight_g_mol": 795.09,
  "charge": 2,
  "species": ["C", "C", "H", "H", "N", "C", "H", "H", "C", "C", "H", "H", "H", "C", "H", "H", "H", "H", "H", "C", "H", "H", "C", "C", "H", "C", "C", "H", "C", "C", "H", "C", "C", "C", "C", "H", "C", "O", "C", "N", "O", "H", "C", "H", "C", "S", "C", "H", "C", "H", "C", "H", "C", "H", "H", "S", "H", "C", "H", "C", "H", "H", "P", "H", "H", "H", "C", "Zr", "C", "C", "H", "H", "N", "C", "H", "C", "H", "H", "C", "H", "C", "O", "C", "C", "C", "C", "C", "C"],
  "xyz": [[-5.271, 0.348, -1.617], [-3.184, -0.815, 2.400], [-2.739, -3.653, -1.134], [0.703, 2.938, 0.311], [-2.470, -0.054, -2.169], [-2.530, 0.788, -6.029], [-2.001, -3.852, 2.412], [-0.419, -6.191, -2.862], [-3.567, 1.943, 2.621], [-3.806, -0.267, 3.524], [-3.182, -0.051, -2.893], [-4.666, -4.836, -0.153], [-4.495, 1.493, 4.514], [-3.666, -5.222, -0.004], [-4.152, -0.954, 4.286], [-8.543, -0.346, -2.178], [-6.075, 2.694, -3.907], [-3.581, 0.697, -6.280], [-0.029, 1.068, -5.765], [1.417, -7.215, -3.254], [-4.177, 1.961, -2.526], [-1.565, -2.718, 1.177], [2.010, 1.235, 0.269], [-3.470, -6.388, 0.723], [2.105, 0.961, -4.532], [-7.582, 0.139, -2.259], [-1.100, -6.228, 0.361], [-4.599, -0.546, 0.119], [-1.208, 0.567, -4.049], [1.176, 0.778, -4.007], [-4.318, -6.912, 1.144], [0.636, -6.264, -2.623], [1.189, 0.466, -2.667], [1.567, -0.470, 1.915], [-1.904, -2.788, 2.209], [-3.733, 3.010, 2.685], [0.493, 0.270, 2.395], [-3.171, -2.180, 2.336], [0.004, 0.219, -1.945], [-4.253, -0.143, -0.744], [-2.438, 0.560, -4.617], [-0.067, -0.079, 3.253], [2.326, 0.007, 0.833], [-8.196, -2.409, -1.212], [-1.178, 0.279, -2.671], [-0.313, -2.658, -2.177], [-2.187, -6.895, 0.902], [4.386, -6.582, -1.737], [-3.998, 1.093, 3.640], [1.859, -1.382, 2.416], [0.940, 1.983, 0.761], [-0.102, -6.628, 0.502], [-2.939, -0.201, -0.934], [-2.034, -7.811, 1.457], [-2.610, 2.051, 0.711], [1.106, -3.244, 0.615], [0.977, -7.875, -3.989], [-7.412, 1.203, -3.139], [-8.252, 1.531, -3.737], [0.194, 1.511, 1.825], [3.007, -4.870, -0.615], [2.603, 1.624, -0.544], [0.166, -4.186, -0.925], [-0.615, 2.100, 2.227], [-8.536, -1.151, 0.010], [-2.177, 1.791, -6.271], [-1.294, -5.048, -0.360], [-0.125, -1.042, -0.154], [-7.820, -1.902, -0.323], [3.337, -6.487, -1.987], [-1.952, 0.042, -6.574], [-7.653, -2.625, 0.467], [-2.120, -0.431, 0.144], [-5.118, 1.427, -2.470], [3.185, -0.555, 0.490], [-2.580, -4.552, -0.550], [2.152, 0.370, -2.186], [-1.174, -2.349, 2.894], [2.563, -5.523, -1.355], [3.374, -8.075, -3.422], [1.212, -5.417, -1.671], [-6.548, -1.302, -0.587], [-6.511, -0.291, -1.493], [-6.193, 1.850, -3.242], [2.767, -7.325, -2.933], [-2.935, 1.405, 1.521], [-2.718, 0.030, 1.398], [-0.028, 0.833, -4.711]]
}